Record 1
The following is a DFT calculation (ωB97M-V/def2-TZVPD) of 5 unconnected molecules or ions with the total composition C2H14O4S2 in a non-equilibrium geometry.

```
! RIJCOSX wB97M-V def2-TZVPD def2/J DEFGRID3
* xyz 0 1
C 0.795 -1.688 -1.016
C 1.131 -1.352 0.424
S 0.422 -2.537 1.599
S -1.581 -2.188 1.360
H -0.246 -1.452 -1.241
H 0.876 -2.759 -1.202
H 1.374 -1.126 -1.747
H 0.899 -0.297 0.541
H 2.172 -1.584 0.607
H -1.760 -2.879 0.220
O -2.805 1.509 -0.764
H -2.554 1.337 0.148
H -3.169 0.711 -1.106
O -0.071 2.354 -1.381
H -0.266 3.224 -1.010
H -0.686 1.822 -0.852
O -0.775 0.998 2.024
H -1.670 0.721 2.230
H -0.158 0.403 2.460
O 2.802 1.776 -0.065
H 2.216 2.079 -0.772
H 3.054 0.926 -0.456
*
```

Computed properties:
E_LUMO (eV): 0.05
E_HOMO (eV): -9.48
SMILES: CCSS.O.O.O.O
Gap between HOMO and LUMO (eV): 9.53

Löwdin atomic charge list, values in e, 5 entries: -0.184 -0.633 0.448 0.319 0.051

Record 2
The following is a DFT calculation (ωB97M-V/def2-TZVPD) of a molecular structure, C38H28N6O5P2S2V.

```
! RIJCOSX wB97M-V def2-TZVPD def2/J DEFGRID3
* xyz -2 4
V 0.237 0.486 1.223
S -1.313 1.955 -2.510
P 0.492 1.919 -1.676
C 0.988 0.597 -0.688
P 1.372 -0.943 -1.361
S 0.195 -2.503 -1.019
C 3.084 -1.388 -0.844
C 4.029 -0.395 -0.612
C 5.327 -0.719 -0.245
C 5.691 -2.050 -0.097
C 4.752 -3.048 -0.319
C 3.456 -2.720 -0.692
C 1.571 -0.854 -3.187
C 0.414 -0.938 -3.960
C 0.491 -0.902 -5.343
C 1.725 -0.798 -5.973
C 2.879 -0.712 -5.211
C 2.802 -0.734 -3.825
C 1.723 2.293 -3.012
C 1.339 2.393 -4.343
C 2.271 2.696 -5.327
C 3.599 2.911 -4.993
C 3.991 2.824 -3.663
C 3.058 2.521 -2.685
C 0.764 3.431 -0.663
C 1.748 3.464 0.322
C 1.912 4.586 1.119
C 1.095 5.693 0.937
C 0.119 5.670 -0.049
C -0.043 4.546 -0.847
H 3.718 0.639 -0.698
H 6.050 0.068 -0.061
H 6.701 -2.307 0.203
H 5.026 -4.089 -0.186
H 2.705 -3.485 -0.843
H -0.543 -1.033 -3.465
H -0.418 -0.956 -5.931
H 1.784 -0.773 -7.056
H 3.845 -0.615 -5.693
H 3.710 -0.659 -3.241
H 0.299 2.224 -4.592
H 1.955 2.754 -6.362
H 4.326 3.143 -5.763
H 5.025 2.997 -3.386
H 3.372 2.475 -1.650
H 2.353 2.581 0.498
H 2.659 4.584 1.905
H 1.199 6.558 1.581
H -0.549 6.514 -0.171
H -0.838 4.498 -1.581
O -2.059 4.954 4.685
C -1.596 4.082 3.990
C -0.568 3.042 4.417
O -0.070 2.947 5.525
C -0.338 2.249 3.220
C -1.096 2.709 2.135
O -0.949 2.133 0.997
C -1.930 3.844 2.518
O -2.722 4.490 1.861
O 0.453 1.238 3.036
N -2.868 0.183 0.254
C -2.464 -0.848 0.999
N -3.348 -1.823 1.215
C -2.898 -2.838 1.973
N -3.821 -3.832 2.229
N -1.689 -3.001 2.459
C -0.823 -2.006 2.159
N -1.206 -0.843 1.512
C 0.552 -2.112 2.469
C 1.122 -3.204 3.162
C 2.465 -3.205 3.420
C 3.253 -2.112 3.004
C 2.631 -1.089 2.320
N 1.333 -1.080 2.028
H -3.740 0.069 -0.229
H -2.233 0.901 -0.071
H -4.777 -3.531 2.144
H -3.600 -4.399 3.029
H 0.469 -4.010 3.466
H 2.919 -4.035 3.949
H 4.316 -2.067 3.194
H 3.195 -0.230 1.976
*
```

Computed properties:
E_LUMO (alpha / beta) (eV): 4.23 / 4.23
E_HOMO (alpha / beta) (eV): -0.74 / -2.33
Gap between HOMO and LUMO (alpha / beta) (eV): 4.97 / 6.57

Löwdin atomic charge list, values in e, 5 entries: 0.876 0.232 0.412 -0.614 0.393

Record 3
The following is a DFT calculation (ωB97M-V/def2-TZVPD) of a molecular structure, C5H6O.

```
! RIJCOSX wB97M-V def2-TZVPD def2/J DEFGRID3
* xyz 0 1
O -1.533 1.773 0.743
C -0.629 1.080 0.389
C -1.102 -0.356 -0.769
C -0.139 -0.983 0.008
C 1.218 -0.397 -0.105
C 0.709 0.821 0.622
H -2.154 -0.574 -0.611
H -0.830 0.001 -1.762
H -0.384 -1.633 0.842
H 1.567 -0.241 -1.133
H 1.981 -0.921 0.476
H 1.297 1.432 1.302
*
```

Computed properties:
E_LUMO (eV): 0.34
E_HOMO (eV): -8.32
Gap between HOMO and LUMO (eV): 8.66

Löwdin atomic charge list, values in e, 5 entries: 0.081 -0.381 -0.031 -0.104 -0.184

Record 4
The following is a DFT calculation (ωB97M-V/def2-TZVPD) of a single C24H24FN3OS molecule in a non-equilibrium geometry.

```
! RIJCOSX wB97M-V def2-TZVPD def2/J DEFGRID3
* xyz 0 1
C 2.308 2.921 2.649
C 1.618 2.324 3.877
C 0.093 2.493 3.881
C -0.644 1.746 2.746
C -0.961 2.734 1.619
C -1.950 1.145 3.281
N 0.199 0.636 2.244
C -0.077 0.058 1.037
O -1.129 0.179 0.446
C 1.081 -0.684 0.383
S 0.583 -2.394 0.002
C -0.010 -2.199 -1.630
C -0.767 -3.223 -2.220
C -1.215 -3.005 -3.498
C -0.876 -1.785 -4.116
C -1.305 -1.429 -5.471
C -2.439 -1.993 -6.054
C -2.824 -1.638 -7.332
C -2.066 -0.712 -8.025
F -2.437 -0.368 -9.276
C -0.942 -0.126 -7.470
C -0.569 -0.487 -6.191
N -0.116 -0.895 -3.490
N 0.303 -1.092 -2.284
C 1.088 0.034 3.152
C 1.171 -1.350 3.279
C 2.066 -1.911 4.171
C 2.866 -1.102 4.961
C 2.746 0.275 4.874
C 1.863 0.849 3.977
H 2.026 2.390 1.743
H 3.387 2.843 2.762
H 2.048 3.971 2.540
H 2.018 2.824 4.766
H -0.267 2.120 4.843
H -0.159 3.552 3.824
H -1.530 2.255 0.830
H -1.556 3.550 2.021
H -0.051 3.144 1.190
H -1.738 0.410 4.056
H -2.581 1.926 3.697
H -2.484 0.656 2.471
H 1.988 -0.716 0.980
H 1.259 -0.227 -0.594
H -0.972 -4.133 -1.677
H -1.788 -3.756 -4.020
H -3.043 -2.698 -5.504
H -3.702 -2.064 -7.793
H -0.379 0.598 -8.038
H 0.297 -0.045 -5.725
H 0.531 -1.986 2.686
H 2.129 -2.985 4.255
H 3.564 -1.542 5.656
H 3.344 0.913 5.509
*
```

Computed properties:
E_LUMO (eV): 0.42
E_HOMO (eV): -8.23
SMILES: C[C@H]1CC(C)(C)N(C(=O)CSc2ccc(-c3ccc(F)cc3)nn2)c2ccccc21
Gap between HOMO and LUMO (eV): 8.65

Löwdin atomic charge list, values in e, 5 entries: -0.040 -0.294 -0.086 -0.463 -0.020